13
Properties=species:S:1:pos:R:3:nbo_charge:R:1 method="wB97M-V/def2-TZVPD" total_charge=+1 fmax_ev_per_a=3.57 gap_ev="5.3 / 5.3" de_lowest_ev=7.197 homo_energy_ev="-12.83 / -12.83" lumo_energy_ha="-0.2757 / -0.2755"
C 1.40 1.29 0.45 0.57
C -2.06 -0.04 0.02 -0.01
N -0.93 -0.57 0.10 -0.62
N 2.40 0.70 -0.03 -0.50
N 2.77 -0.60 -0.05 -0.60
S -3.43 -1.17 -0.10 0.08
S -2.48 1.65 -0.33 0.06
H -0.04 0.09 0.17 0.27
H 3.11 1.45 -0.44 0.52
H 3.59 -0.79 -0.52 0.42
H 2.19 -1.32 0.41 0.45
H -2.70 -2.31 0.44 0.18
H -3.81 1.63 -0.11 0.17